132
Properties=species:S:1:pos:R:3:mulliken_charge:R:1 method="wB97M-V/def2-TZVPD" gap_ev=6.0 total_energy_ev=-60230.6510 charge=-1 lumo_energy_ev=2.06 fmax_ha_per_bohr=0.0302
C 1.457 -3.166 1.652 -0.853
C 0.081 -3.276 2.352 -0.640
C -1.060 -2.690 1.500 -0.987
C -1.288 -1.187 1.745 -0.011
C -0.522 -0.209 0.832 0.804
C -0.655 -0.476 -0.670 -0.852
C 0.291 0.424 -1.509 -0.499
C -0.363 1.811 -1.638 -0.345
C 0.602 2.893 -2.240 -0.720
C 0.921 3.922 -1.150 -1.371
C 1.810 3.324 -0.049 1.337
C 2.574 4.385 0.771 -1.298
C 2.177 4.520 2.250 -0.136
C 2.926 3.532 3.142 -1.130
C 2.311 2.117 3.195 -1.108
C 0.785 2.036 3.438 0.867
C 0.255 2.958 4.560 -0.995
C -1.057 3.699 4.241 -0.722
B -2.328 2.674 4.187 1.051
O -2.864 2.349 5.559 -0.753
C -4.245 2.212 5.358 -0.437
C -4.520 3.325 4.371 -0.007
C -5.951 3.592 3.906 -0.810
C -6.602 2.562 2.945 -0.946
N -5.647 1.672 2.254 0.941
C -5.920 0.244 2.464 -0.295
C -5.338 -0.677 1.396 -1.264
C -5.601 2.036 0.868 0.066
C -4.393 2.849 0.515 -0.667
O -6.463 1.763 0.064 -0.645
O -3.500 3.244 3.402 -0.295
H 2.243 -3.087 2.397 0.318
H 1.491 -2.290 1.001 0.223
H 1.612 -4.054 1.038 0.218
H -0.122 -4.334 2.542 0.367
H 0.134 -2.770 3.318 0.360
H -0.872 -2.929 0.453 0.363
H -1.981 -3.209 1.786 0.372
H -0.947 -0.978 2.764 0.383
H -2.349 -0.925 1.740 -0.734
H -0.935 0.785 1.026 -0.145
H 0.540 -0.230 1.095 -0.004
H -0.428 -1.510 -0.936 0.428
H -1.668 -0.228 -1.004 0.213
H 1.259 0.559 -1.022 0.284
H 0.370 -0.045 -2.491 0.416
H -1.246 1.769 -2.277 0.372
H -0.597 2.134 -0.624 0.119
H 0.099 3.387 -3.072 0.190
H 1.503 2.372 -2.573 0.425
H 1.465 4.744 -1.630 0.591
H -0.016 4.286 -0.720 0.244
H 1.163 2.747 0.619 -0.890
H 2.501 2.617 -0.518 0.384
H 2.362 5.349 0.298 0.499
H 3.649 4.203 0.701 0.304
H 1.098 4.470 2.398 -0.092
H 2.464 5.536 2.546 0.417
H 2.987 3.900 4.170 0.306
H 3.966 3.442 2.805 0.621
H 2.811 1.509 3.955 0.543
H 2.533 1.639 2.231 0.174
H 0.573 1.008 3.745 0.441
H 0.209 2.180 2.519 -0.618
H 1.030 3.641 4.914 0.322
H -0.003 2.315 5.410 0.480
H -1.011 4.181 3.254 0.000
H -1.227 4.462 5.010 0.320
H -2.010 1.563 3.702 -0.467
H -4.449 1.192 4.985 0.044
H -4.827 2.349 6.281 0.272
H -4.268 4.235 4.954 0.154
H -6.557 3.597 4.819 0.330
H -5.985 4.592 3.469 0.390
H -7.369 1.972 3.453 0.409
H -7.150 3.133 2.186 0.332
H -5.441 -0.021 3.413 0.204
H -6.990 0.029 2.603 0.318
H -5.938 -0.635 0.488 0.388
H -5.411 -1.703 1.770 0.457
H -4.283 -0.478 1.205 0.091
H -3.497 2.412 0.953 -0.103
H -4.505 3.811 1.028 0.221
H -4.325 3.015 -0.559 0.452
C -2.461 2.560 -5.109 -0.883
O -1.099 2.185 -5.174 -0.285
C -0.852 0.793 -5.038 -0.342
C -0.409 0.177 -6.348 -0.164
N -1.497 0.127 -7.317 -0.332
C -1.091 -0.202 -8.679 -0.731
C -0.114 0.726 -9.396 -0.459
O -0.636 2.000 -9.721 -0.445
C -0.609 2.955 -8.676 -0.492
H -2.494 3.643 -5.001 0.244
H -3.007 2.290 -6.021 0.352
H -2.960 2.107 -4.248 0.385
H -1.722 0.272 -4.626 0.440
H -0.037 0.701 -4.318 -0.139
H -0.049 -0.840 -6.162 0.383
H 0.439 0.773 -6.713 0.151
H -1.965 1.024 -7.328 0.099
H -2.002 -0.242 -9.282 0.377
H -0.668 -1.212 -8.677 0.407
H 0.126 0.257 -10.354 0.357
H 0.836 0.829 -8.857 0.337
H 0.264 2.826 -8.030 0.279
H -1.519 2.919 -8.073 0.134
H -0.559 3.941 -9.137 0.330
C 7.791 -6.359 -0.938 -0.704
O 6.590 -7.094 -1.052 -0.338
C 6.530 -8.267 -0.252 -0.799
C 5.560 -8.112 0.900 -0.172
N 6.057 -7.172 1.896 -0.315
C 5.077 -6.770 2.903 -0.985
C 3.809 -6.054 2.447 -0.344
O 4.013 -4.751 1.942 -0.350
C 4.409 -4.675 0.588 -0.702
H 7.798 -5.621 -1.739 0.237
H 7.861 -5.828 0.017 0.294
H 8.665 -7.007 -1.050 0.335
H 7.525 -8.549 0.107 0.404
H 6.167 -9.072 -0.899 0.387
H 5.413 -9.088 1.373 0.369
H 4.598 -7.797 0.474 0.161
H 6.389 -6.341 1.425 0.097
H 5.593 -6.104 3.599 0.399
H 4.787 -7.659 3.473 0.430
H 3.181 -5.926 3.334 0.367
H 3.221 -6.650 1.738 0.367
H 3.962 -5.473 -0.013 0.336
H 5.497 -4.697 0.482 0.183
H 4.063 -3.715 0.203 0.349

---

66
Properties=species:S:1:pos:R:3:nbo_charge:R:1 method="wB97M-V/def2-TZVPD" e_above_lowest_kj_mol=0.0 gap_ev=3.6 total_energy_ev=-42634.4362 charge=+1 lumo_energy_ev=-5.42 fmax_ha_per_bohr=0.0349
F -5.052 0.504 1.705 -0.301
C -3.868 0.158 2.302 0.472
C -3.631 -1.190 2.567 -0.293
C -2.385 -1.531 3.056 -0.083
C -1.336 -0.576 3.219 -0.176
C -0.030 -1.111 3.417 0.101
C 1.260 -0.552 3.190 -0.187
C 2.347 -1.481 3.243 -0.062
C 3.618 -1.159 2.805 -0.294
C 3.845 0.160 2.412 0.490
F 5.094 0.491 1.953 -0.298
C 2.861 1.146 2.455 -0.286
C 1.569 0.791 2.839 -0.094
C -1.693 0.798 3.095 -0.111
C -2.943 1.162 2.592 -0.275
H -4.388 -1.947 2.374 0.259
H -2.163 -2.571 3.287 0.235
H -0.016 -2.202 3.385 0.219
H 2.143 -2.484 3.618 0.230
H 4.406 -1.908 2.772 0.262
H 3.101 2.166 2.160 0.258
H 0.791 1.547 2.850 0.221
H -0.990 1.572 3.393 0.220
H -3.196 2.207 2.410 0.255
C 4.536 -5.038 6.904 -0.259
O 4.739 -3.621 6.656 -0.492
C 3.711 -2.787 6.980 0.313
C 3.761 -1.438 6.524 -0.259
C 2.608 -0.698 6.457 -0.223
C 1.367 -1.195 6.955 -0.015
C 0.147 -0.461 6.791 -0.357
C -1.121 -0.966 7.143 0.258
N -2.027 -0.160 7.761 -0.388
C -1.638 1.037 8.507 -0.207
C -2.945 1.748 8.886 -0.418
C -4.088 0.930 8.281 -0.409
C -3.462 -0.380 7.772 -0.213
C -1.459 -2.385 6.830 -0.025
C -0.842 -3.038 5.747 -0.203
C -1.259 -4.289 5.305 -0.246
C -2.215 -4.986 6.056 -0.185
C -2.715 -4.429 7.237 -0.215
C -2.328 -3.149 7.631 -0.198
C 1.416 -2.443 7.639 -0.206
C 2.530 -3.252 7.608 -0.300
H 5.377 -5.536 6.421 0.211
H 4.545 -5.241 7.987 0.189
H 3.590 -5.395 6.467 0.180
H 4.706 -1.039 6.148 0.230
H 2.616 0.293 5.996 0.210
H 0.231 0.596 6.535 0.210
H -1.080 0.774 9.423 0.210
H -0.969 1.669 7.912 0.203
H -3.037 1.780 9.975 0.221
H -2.943 2.778 8.525 0.224
H -4.858 0.722 9.029 0.225
H -4.561 1.463 7.450 0.213
H -3.851 -0.676 6.786 0.211
H -3.739 -1.177 8.477 0.192
H -0.007 -2.534 5.269 0.221
H -0.819 -4.731 4.404 0.219
H -2.546 -5.969 5.723 0.227
H -3.404 -4.993 7.866 0.230
H -2.651 -2.757 8.597 0.219
H 0.539 -2.806 8.174 0.214
H 2.474 -4.273 8.001 0.229

---

12
Properties=species:S:1:pos:R:3:nbo_charge:R:1 method="wB97M-V/def2-TZVPD" e_above_lowest_kj_mol=762.4 gap_ev=9.0 total_energy_ev=-6757.2755 charge=+1 lumo_energy_ev=-6.26 fmax_ha_per_bohr=0.0572
C 0.174 -0.243 -1.414 -0.318
C 0.211 -0.441 -2.674 0.398
C 1.221 0.431 0.358 -0.200
C 1.022 -0.852 -0.354 0.140
C -1.400 0.256 0.588 -0.432
N -0.173 0.331 -0.129 -0.147
H 1.377 0.387 1.436 0.258
H 1.795 1.220 -0.127 0.255
H 0.968 -1.863 0.012 0.280
H -2.187 0.683 -0.042 0.264
H -1.699 -0.763 0.848 0.245
H -1.309 0.854 1.497 0.257

---

> The lowest charge belongs to which entry?

C38H83BN3O7